(1)
Here is C55H50Li2N10O11 as an isolated structure at a distorted geometry from the OMol25 dataset. Energies are from the ωB97M-V functional and the def2-TZVPD basis.

```
! wB97M-V def2-TZVPD RIJCOSX def2/J DEFGRID3
* xyz 0 1
Li -2.21038 -1.04771 -1.40683
Li -1.81660 -0.01041 2.56109
C -0.97610 0.09802 0.20539
O -0.50402 0.83210 1.13847
O -0.73210 0.28004 -1.04728
O -1.87713 -0.79384 0.51699
C 1.54832 -1.75967 2.46730
C 1.03160 -3.04297 2.60309
C 1.64575 -3.95450 3.44424
C 2.77640 -3.58596 4.13817
C 3.32464 -2.32324 3.99101
C 2.73088 -1.42889 3.11487
N 3.44117 -4.59055 4.97307
O 4.61580 -4.40418 5.23881
O 2.78063 -5.54623 5.34299
H 0.95748 -1.01418 1.94576
H 0.11748 -3.34094 2.10713
H 1.23786 -4.95235 3.52570
H 4.20222 -2.00345 4.53467
H 3.13339 -0.42486 3.06872
C 1.86217 4.09731 -1.58900
C 2.43084 5.26595 -1.09938
C 2.36394 5.55878 0.24974
C 1.71734 4.67009 1.09431
C 1.09128 3.53353 0.61361
C 1.14583 3.25710 -0.74253
N 1.76418 4.94420 2.52553
O 0.86628 4.51847 3.22763
O 2.72532 5.56952 2.93848
H 1.85272 3.93466 -2.66016
H 2.91384 5.96838 -1.76516
H 2.83461 6.45550 0.62558
H 0.57504 2.85458 1.28634
H 0.73360 2.32965 -1.12729
C -0.38354 1.82209 -5.40818
C -0.76449 0.72173 -4.63882
C -0.98749 -0.49975 -5.24592
C -0.79525 -0.61238 -6.61033
C -0.48519 0.47650 -7.39888
C -0.25985 1.70507 -6.78213
N -0.96324 -1.94418 -7.20558
O -1.04629 -2.00230 -8.41966
O -1.00094 -2.90574 -6.46594
H -0.25078 2.76278 -4.88725
H -0.90656 0.86371 -3.57577
H -1.24640 -1.37426 -4.66609
H -0.42717 0.40077 -8.47468
H 0.02945 2.52331 -7.42746
C 3.91426 1.45778 0.48623
C 5.18269 1.01457 0.13430
C 5.36504 -0.27453 -0.34588
C 4.25883 -1.07826 -0.55078
C 2.99817 -0.65073 -0.18882
C 2.81327 0.62827 0.30519
N 4.41486 -2.39814 -1.18192
O 3.40795 -3.05374 -1.37730
O 5.54096 -2.75420 -1.46761
H 3.76235 2.46062 0.86782
H 6.04799 1.65195 0.25621
H 6.35419 -0.62719 -0.60061
H 2.14322 -1.29294 -0.34605
H 1.79074 0.94176 0.48058
N -3.05890 5.62937 -0.57313
C -2.19355 4.62735 -0.43763
C -2.16863 3.52651 -1.28747
C -3.08080 3.47825 -2.32417
C -3.98541 4.51430 -2.47397
C -3.94863 5.55665 -1.56022
H -1.46836 4.72168 0.36439
H -1.46596 2.73454 -1.04707
H -3.05444 2.64737 -3.02058
H -4.70483 4.52717 -3.28190
H -4.62362 6.40385 -1.61162
N -2.12893 -2.06771 3.61915
C -2.46707 -2.96766 2.69435
C -2.37696 -4.33214 2.89364
C -1.97677 -4.80315 4.12938
C -1.65397 -3.86875 5.11163
C -1.74835 -2.52806 4.80522
H -2.70954 -2.56571 1.71621
H -2.68905 -5.00553 2.10487
H -1.86170 -5.85204 4.37048
H -1.29151 -4.23122 6.06366
H -1.42891 -1.80541 5.54908
N -1.02036 0.85372 4.21961
C -1.68078 0.82823 5.37928
C -1.15952 1.33598 6.55139
C 0.03717 2.04232 6.48511
C 0.72705 2.08876 5.28625
C 0.19582 1.39939 4.20898
H -2.64544 0.33461 5.32917
H -1.67168 1.26682 7.50106
H 0.38426 2.59766 7.34777
H 1.71114 2.52531 5.19467
H 0.72838 1.31732 3.26614
N -3.79429 0.95568 2.45714
C -5.02811 0.59752 2.80440
C -6.16775 1.21374 2.34622
C -6.04059 2.34703 1.54299
C -4.76393 2.73430 1.18710
C -3.67700 2.02514 1.67723
H -5.11628 -0.30211 3.40644
H -7.15919 0.87203 2.61041
H -6.90230 2.94629 1.28143
H -4.59749 3.55884 0.50407
H -2.68762 2.40312 1.43839
N -1.61333 -2.87387 -2.04649
C -2.08940 -3.72891 -2.95378
C -1.57095 -4.99260 -3.15799
C -0.44603 -5.35124 -2.43317
C 0.11227 -4.45913 -1.53683
C -0.50478 -3.22496 -1.39395
H -2.92443 -3.38566 -3.55591
H -2.01107 -5.66173 -3.88164
H -0.04386 -6.35781 -2.46932
H 0.96532 -4.68586 -0.91439
H -0.07951 -2.46294 -0.74669
N 3.63850 -0.22287 -4.42593
C 3.58149 -1.18318 -5.34145
C 2.62539 -2.19003 -5.33406
C 1.76396 -2.27181 -4.24783
C 1.71742 -1.19730 -3.38385
C 2.72908 -0.25582 -3.45315
H 4.31210 -1.11640 -6.14042
H 2.59803 -2.88224 -6.16583
H 1.03264 -3.07357 -4.26259
H 0.99764 -1.14675 -2.57325
H 2.81278 0.53680 -2.71669
*
```

* calculated total energy: -95674.5343 eV
* gap between HOMO and LUMO: 8.081 eV
* F_max: 1.6 eV/A

---

(2)
Here is C55H50N6O3P2PbSSi as an isolated structure from the OMol25 dataset. Energies are from the ωB97M-V functional and the def2-TZVPD basis.

```
! wB97M-V def2-TZVPD RIJCOSX def2/J DEFGRID3
* xyz 2 1
Pb 0.50707 -0.82345 0.66915
C -3.10304 1.33642 -3.30330
Si -1.72603 1.51157 -2.06040
C -1.59334 3.14958 -1.15814
C -1.97434 4.28569 -1.88085
C -1.95006 5.55262 -1.31504
C -1.54450 5.70564 0.00006
C -1.15873 4.59599 0.73770
C -1.17560 3.31926 0.17923
P -0.64201 1.89630 1.21480
C -2.02666 1.62010 2.36687
C -3.18716 2.38806 2.36755
C -4.20013 2.13074 3.28417
C -4.06377 1.10278 4.20250
C -2.90495 0.33478 4.21349
C -1.89363 0.59321 3.30062
C 0.65873 2.47551 2.35083
C 1.98310 2.19310 2.03306
C 3.01983 2.64647 2.83774
C 2.73310 3.37124 3.98282
C 1.41024 3.62361 4.33435
C 0.37707 3.17368 3.52896
C -0.13016 1.35134 -3.10953
C -0.38004 2.21207 -4.19631
C 0.51772 2.40309 -5.23176
C 1.72550 1.73112 -5.22501
C 2.03186 0.93638 -4.14119
C 1.13365 0.74210 -3.08409
P 1.92383 -0.03024 -1.64221
C 2.79105 -1.53092 -2.15462
C 3.59523 -2.13851 -1.18634
C 4.23802 -3.33460 -1.46557
C 4.06748 -3.93894 -2.70572
C 3.24161 -3.35367 -3.65470
C 2.59523 -2.15623 -3.37959
C 3.21365 1.23975 -1.35072
C 2.75814 2.55287 -1.19675
C 3.64970 3.59534 -1.01788
C 5.01544 3.33865 -0.98908
C 5.47718 2.04122 -1.14763
C 4.58277 0.99127 -1.33159
H -3.00134 1.94077 -4.19795
H -3.09092 0.28859 -3.62647
H -4.08355 1.54339 -2.87398
H -2.30744 4.18745 -2.90892
H -2.24915 6.41336 -1.89958
H -1.52709 6.68696 0.45632
H -0.82997 4.73602 1.76097
H -3.29234 3.21507 1.67516
H -5.09058 2.74706 3.28868
H -4.85171 0.90722 4.91871
H -2.78411 -0.45550 4.94305
H -0.98204 0.00571 3.33946
H 2.22463 1.61113 1.15608
H 4.04562 2.42848 2.56586
H 3.53697 3.73274 4.61155
H 1.18470 4.16876 5.24180
H -0.64926 3.35718 3.82579
H -1.29679 2.77664 -4.24768
H 0.26484 3.07852 -6.03934
H 2.43631 1.85421 -6.03218
H 3.01511 0.48470 -4.08928
H 3.71900 -1.67626 -0.21027
H 4.87279 -3.79523 -0.71874
H 4.57232 -4.87042 -2.92884
H 3.09400 -3.83205 -4.61446
H 1.91769 -1.73690 -4.11202
H 1.69287 2.76863 -1.23859
H 3.28134 4.60720 -0.90376
H 5.71699 4.15252 -0.85923
H 6.54072 1.83939 -1.14113
H 4.96644 -0.00898 -1.47968
C 4.27763 -0.99741 4.00709
C 3.31754 -1.65922 3.05047
O 2.82799 -1.05145 2.09600
N 3.02592 -2.95065 3.29276
C 2.13536 -3.76852 2.47477
C 0.74175 -3.91005 3.02779
C 0.45565 -4.90901 3.95038
C -0.82693 -5.00738 4.45563
C -1.78174 -4.10869 4.01509
C -1.40563 -3.14723 3.09277
N -0.16768 -3.03400 2.60658
H 4.41264 0.03861 3.71307
H 5.24150 -1.50824 3.99135
H 3.89178 -1.03336 5.02761
H 3.46172 -3.37671 4.09467
H 2.58676 -4.75431 2.36837
H 2.08456 -3.30880 1.48870
H 1.22445 -5.61242 4.25012
H -1.08068 -5.77994 5.17051
H -2.80138 -4.15250 4.37378
H -2.13272 -2.44369 2.71006
N -2.63716 -7.65736 1.60821
C -2.30741 -6.54162 0.88202
C -3.29129 -5.61457 0.51501
C -2.95984 -4.46374 -0.16517
C -1.62738 -4.19652 -0.47722
C -0.63928 -5.12989 -0.14777
C -0.97754 -6.28618 0.52003
S -1.10801 -2.78089 -1.37050
O 0.34188 -2.73725 -1.19034
O -1.65112 -2.79016 -2.69517
N -1.48906 -1.33086 -0.67966
C -2.71980 -0.80550 -0.58568
N -2.76627 0.55166 -0.74996
C -3.90835 1.19904 -0.40863
C -5.01791 0.52291 -0.00708
C -4.93372 -0.86980 -0.04980
N -3.81382 -1.51831 -0.30861
H -3.59800 -7.95388 1.61546
H -1.96857 -8.40704 1.65223
H -4.32907 -5.81647 0.75640
H -3.73153 -3.76951 -0.45234
H 0.38827 -4.94941 -0.42907
H -0.21028 -7.01310 0.76201
H -3.89039 2.27677 -0.51408
H -5.92643 1.03948 0.26286
H -5.81023 -1.48159 0.13889
*
```

* calculated total energy: -115458.7717 eV
* gap between HOMO and LUMO: 7.254 eV
* ΔE to the lowest compared entry with this formula, charge and spin: 0.220 eV
* F_max: 0.4 eV/A

---

(3)
Here is C55H50N7O5PbSe as an isolated structure at a distorted geometry from the OMol25 dataset. Energies are from the ωB97M-V functional and the def2-TZVPD basis.

```
! wB97M-V def2-TZVPD RIJCOSX def2/J DEFGRID3
* xyz -1 1
Pb -6.70993 -17.69499 12.20197
O -12.01186 -19.89747 9.49711
C -10.75771 -19.59058 9.96094
C -10.40015 -18.24854 10.09668
C -9.33033 -17.90640 10.84622
N -8.55448 -18.95082 11.42648
C -8.88155 -20.26006 11.32220
C -9.97658 -20.63255 10.59261
C -7.80651 -17.84561 16.07092
O -7.75207 -17.93456 17.25407
O -7.88641 -17.62492 14.89229
C -8.86828 -16.48892 10.47435
O -9.45310 -15.84268 9.62246
O -7.79522 -16.02660 11.26919
H -12.63038 -19.26883 9.14180
H -10.75949 -17.43486 9.45971
H -10.33164 -21.66301 10.65980
Se -12.32946 -16.81792 20.02940
N -11.40493 -17.97093 21.14679
C -10.96104 -18.95568 21.67520
C -10.12581 -20.02055 21.91797
C -10.18679 -21.33083 21.37691
C -8.99740 -22.19048 21.70202
C -8.00107 -21.51205 22.38200
N -8.01256 -20.25383 22.94384
C -8.95996 -19.46837 22.60118
C -15.85156 -16.00027 15.81710
N -16.10680 -15.90509 14.50112
C -15.95538 -14.70975 14.06881
C -15.15511 -13.79072 14.68234
C -14.89598 -13.91541 16.02193
C -15.41097 -15.02191 16.70664
C -15.03028 -15.51025 18.00181
N -14.35263 -15.51350 18.92526
H -11.20896 -21.70576 21.03469
H -9.06067 -23.26781 21.51789
H -7.04709 -22.04289 22.53898
H -16.44708 -14.45174 13.18274
H -14.58248 -12.96387 14.15598
H -14.20370 -13.18597 16.48968
C -3.92631 -18.45847 14.09581
C -3.71004 -16.88984 13.92720
C -2.80668 -16.51544 15.24925
C -3.08965 -16.55582 12.61730
C -2.34311 -17.52320 11.89964
C -1.93549 -17.34210 10.63774
C -2.37401 -16.27298 9.86167
C -2.98386 -15.22485 10.59969
C -3.27885 -13.87375 9.92259
C -2.45968 -13.49853 8.71708
C -4.78523 -13.71503 9.87710
C -3.21735 -15.30170 11.98114
N -3.22827 -14.05972 12.67369
C -2.93903 -13.25890 13.52545
C -4.49349 -10.86111 12.28948
N -5.65682 -10.75395 11.95722
C -6.76115 -9.91988 12.16259
C -6.80058 -8.56515 12.59102
C -7.75105 -7.68352 12.12921
C -8.41135 -7.96310 11.01091
C -8.66862 -9.34475 10.82351
C -8.05681 -10.33396 11.50806
C -8.23446 -11.80696 11.61618
C -8.32849 -12.44765 10.24110
C -9.21259 -12.22026 12.70714
C -6.28310 -7.57093 13.59930
C -7.33208 -6.51852 12.98407
C -4.82264 -7.18936 13.52405
C -3.13030 -10.66394 12.01547
C -2.88645 -9.63034 11.08581
C -1.57581 -9.02656 11.03459
C -0.71377 -9.27924 12.04806
C -0.94880 -10.28285 13.01921
C -0.09227 -10.37849 14.13045
C -0.52081 -11.07209 15.26921
C -1.67363 -11.82661 15.25851
C -2.28951 -11.98838 14.02627
C -2.13787 -11.04185 12.92607
H -3.04314 -18.93326 14.61146
H -4.00113 -18.84962 13.05143
H -4.87859 -18.68179 14.67123
H -4.72364 -16.41797 14.06408
H -2.91084 -17.31768 16.02168
H -3.04238 -15.56772 15.76671
H -1.78771 -16.37426 14.93499
H -1.83389 -18.16459 12.59767
H -1.19591 -18.06971 10.21874
H -2.22803 -16.27382 8.78690
H -2.94869 -13.20742 10.68717
H -1.40974 -13.23954 8.86346
H -2.88874 -12.56530 8.26811
H -2.56700 -14.24958 7.94802
H -5.10354 -13.66785 10.95009
H -5.25074 -14.37445 9.23387
H -5.10916 -12.70025 9.62087
H -8.38692 -6.33814 13.43854
H -8.98580 -7.28552 10.34560
H -9.42840 -9.64139 10.15047
H -7.22499 -12.17748 11.92779
H -8.09193 -11.80728 9.37469
H -9.32900 -12.96832 10.01921
H -7.63333 -13.28120 10.24109
H -10.28183 -12.19434 12.42179
H -9.05870 -11.52679 13.54225
H -8.86026 -13.16842 13.10100
H -6.56777 -7.60102 14.66148
H -9.19144 -24.32966 11.05162
H -9.74210 -23.91843 11.27212
H -6.96314 -5.64596 12.56418
H -4.85709 -6.06689 13.60880
H -4.44035 -7.39228 12.52263
H -4.24075 -7.73712 14.28270
H -3.59122 -9.40690 10.29221
H -1.41462 -8.40739 10.15679
H 0.15696 -8.65702 12.27396
H 0.89820 -9.93539 14.16876
H 0.03037 -11.07311 16.19235
H -2.05797 -12.41213 16.10796
H -15.91474 -16.98242 16.24249
*
```

* calculated total energy: -149089.0324 eV
* gap between HOMO and LUMO (alpha / beta): 2.823 / 2.837 eV
* ΔE to the lowest compared entry with this formula, charge and spin: 9.510 eV
* F_max: 7.0 eV/A

---

(4)
Here is C55H55As3CdI2N4 as an isolated structure at a distorted geometry from the OMol25 dataset. Energies are from the ωB97M-V functional and the def2-TZVPD basis.

```
! wB97M-V def2-TZVPD RIJCOSX def2/J DEFGRID3
* xyz 0 1
Cd -1.12017 -0.04630 0.20008
C -4.43778 0.16389 -6.89773
C -5.23557 -0.06742 -5.78440
C -4.67173 -0.08893 -4.51524
C -3.30011 0.11019 -4.34080
C -2.51552 0.36520 -5.46399
C -3.07874 0.39012 -6.73317
C -2.69221 0.07303 -2.97322
C -2.84410 -1.11363 -2.22694
C -3.50709 -2.31998 -2.68096
C -3.61240 -3.14188 -1.61195
C -2.99212 -2.46654 -0.48801
N -2.50732 -1.27152 -0.91438
C -2.95607 -2.96929 0.83570
C -2.35257 -2.36992 1.96126
C -2.56616 -2.80358 3.32902
C -2.02297 -1.86178 4.13705
C -1.45717 -0.83927 3.27941
C -0.92330 0.38288 3.72845
C -0.90183 0.60775 5.21084
C -1.73590 1.57256 5.77912
C -1.73992 1.78507 7.15176
C -0.90609 1.03777 7.97465
C -0.07477 0.07529 7.42048
C -0.07588 -0.14050 6.04697
C -0.51751 1.47234 2.91890
N -0.67358 1.56977 1.56887
C -0.36600 2.84795 1.19035
C -0.68928 3.44932 -0.04923
C -0.57659 4.94519 -0.11338
C -1.36258 5.73701 0.72727
C -1.28776 7.12276 0.67219
C -0.42183 7.73927 -0.22419
C 0.35825 6.96243 -1.06926
C 0.27778 5.57529 -1.01630
C -1.27641 2.82011 -1.17091
C -1.79197 3.51418 -2.33308
C -2.31833 2.57376 -3.15664
C -2.14906 1.29306 -2.50240
N -1.50029 1.48467 -1.32357
C 0.15367 3.55092 2.34321
C 0.05116 2.71061 3.40598
N -1.62687 -1.21507 1.97941
C -3.81865 -4.16601 1.10753
C -3.27874 -5.37973 1.52319
C -4.10643 -6.46059 1.80386
C -5.48263 -6.33990 1.67482
C -6.03194 -5.13503 1.25140
C -5.20409 -4.05755 0.96702
H -4.87466 0.16770 -7.88903
H -6.30044 -0.23084 -5.90121
H -5.29624 -0.24756 -3.64358
H -1.45126 0.53353 -5.33581
H -2.45329 0.58532 -7.59613
H -3.84117 -2.51205 -3.68906
H -4.03811 -4.13335 -1.58564
H -3.10219 -3.69314 3.62509
H -2.02007 -1.84135 5.21737
H -2.39047 2.14357 5.13097
H -2.39576 2.53523 7.57791
H -0.91283 1.19985 9.04659
H 0.57742 -0.50859 8.05972
H 0.57188 -0.89449 5.61338
H -2.04059 5.25202 1.42015
H -1.91031 7.72396 1.32622
H -0.35577 8.82086 -0.26234
H 1.03106 7.43727 -1.77540
H 0.89332 4.97163 -1.67453
H -1.78253 4.58313 -2.48068
H -2.80550 2.73182 -4.10795
H 0.56130 4.54993 2.33765
H 0.33356 2.90331 4.42948
H -2.20024 -5.48181 1.60475
H -3.67268 -7.40271 2.12049
H -6.12584 -7.18268 1.90039
H -7.10563 -5.03375 1.14548
H -5.62508 -3.11363 0.64024
C 2.02055 -0.48113 -3.19045
As 1.75973 0.68827 -1.63330
C 1.37763 2.27587 -2.71354
C 3.61107 1.26702 -1.24805
C 4.60369 0.33713 -0.52948
C 5.87464 1.16275 -0.26935
C 4.06200 -0.09929 0.84490
As 2.69513 -1.52100 0.98938
C 3.85838 -3.07069 1.21269
C 2.23737 -1.30508 2.85438
C 4.93180 -0.86562 -1.43201
As 6.54920 -1.92236 -0.99650
C 7.80148 -0.99997 -2.19282
C 6.11428 -3.35376 -2.26593
H 2.68832 -0.01554 -3.91802
H 1.03803 -0.61579 -3.64640
H 2.39669 -1.46586 -2.92806
H 2.15849 2.40894 -3.46331
H 1.32321 3.16576 -2.08696
H 0.41810 2.15787 -3.21974
H 3.47332 2.16402 -0.63534
H 4.05251 1.59923 -2.19161
H 5.64079 2.05018 0.32258
H 6.31116 1.49192 -1.21621
H 6.62258 0.57788 0.27069
H 3.65363 0.76678 1.36904
H 4.87730 -0.50935 1.44333
H 4.71295 -2.81285 1.83846
H 4.21941 -3.43353 0.25645
H 3.28995 -3.86549 1.68698
H 3.15797 -1.32340 3.44142
H 1.58285 -2.11116 3.17202
H 1.73157 -0.35732 3.01321
H 5.04222 -0.52583 -2.46499
H 4.09869 -1.57012 -1.43117
H 8.20487 -0.10167 -1.72630
H 7.30903 -0.72750 -3.12885
H 8.63382 -1.66765 -2.41873
H 5.28513 -3.96398 -1.90794
H 6.98140 -4.00160 -2.39402
H 5.84425 -2.93100 -3.23544
I 0.84659 -2.94631 -0.36540
I -0.49249 -5.08993 -1.71915
*
```

* calculated total energy: -267170.7151 eV
* gap between HOMO and LUMO: 5.674 eV
* ΔE to the lowest compared entry with this formula, charge and spin: 0.491 eV
* F_max: 1.0 eV/A

---

calculated total energy of number 2 (C55H50N6O3P2PbSSi)?
-115458.7717 eV

---

The lowest F_max belongs to which entry?
C55H50N6O3P2PbSSi